No. 1
C9H23Cl4N2O17 | ωB97M-V/def2-TZVPD

Output
HOMO: -0.70 eV
Relative energy (zero: lowest compared OMol25 entry of this formula, charge and spin): 50.21 kJ/mol

Structure (ORCA input):
```
! RIJCOSX wB97M-V def2-TZVPD def2/J DEFGRID3
* xyz -3 1
N -0.63032 0.85632 1.28999
H -1.51658 0.33511 1.23578
H -0.69423 1.71342 0.72231
H 0.09500 0.31078 0.82417
H -0.32979 1.11421 2.24926
Cl -2.23930 5.20302 2.28042
O -3.42891 5.12432 1.45299
O -1.73971 6.57219 2.14094
O -2.60656 4.94093 3.66204
O -1.25598 4.30369 1.80293
Cl 0.46790 0.79171 4.93049
O 0.88901 1.42916 3.69474
O -0.06056 -0.51864 4.60425
O 1.63624 0.58766 5.75816
O -0.55359 1.59014 5.54329
Cl -4.49928 0.62710 2.23775
O -5.15840 1.63550 1.44538
O -5.49457 -0.14294 2.95948
O -3.72516 -0.21223 1.35255
O -3.55792 1.16489 3.17429
Cl -2.67849 2.22435 -1.90664
O -3.99054 2.21853 -1.38568
O -1.73573 2.62082 -0.89529
O -2.21978 0.89096 -2.29900
O -2.71312 3.01708 -3.13638
C 3.69772 -1.12506 -1.46123
C 2.29521 -0.50468 -1.31231
C 1.78709 -0.33404 -2.77151
C 1.26775 -1.59067 -3.43974
C 0.28653 -2.26564 -2.50470
C 0.77946 -2.58779 -1.08317
N 1.30863 -1.30225 -0.55316
O 1.68292 -1.43557 0.79691
C -0.43171 -2.96753 -0.24332
C 1.71381 -3.80925 -1.25714
C 2.32594 0.91591 -0.73997
H 3.56023 -1.92956 -2.17576
H 4.10295 -1.53069 -0.52499
H 4.43162 -0.35920 -1.71011
H 0.95173 0.37979 -2.78717
H 2.51989 0.24822 -3.33854
H 2.14144 -2.24518 -3.60866
H 1.00511 -1.40458 -4.48219
H -0.18499 -3.14884 -2.94417
H -0.53970 -1.55042 -2.39792
H -0.97225 -3.75553 -0.78079
H -0.10551 -3.38400 0.70917
H -1.18883 -2.19387 -0.12572
H 2.45567 -3.60699 -2.02802
H 2.24769 -4.06887 -0.33886
H 1.08658 -4.62335 -1.61468
H 1.33564 1.33383 -0.57715
H 2.82312 1.57198 -1.45710
H 2.90389 0.90857 0.18647
H 2.45272 -2.03280 0.82735
*
```

***

No. 2
C9H23ClI2NP2Tl | ωB97M-V/def2-TZVPD

Output
HOMO: -14.84 eV
Relative energy (zero: lowest compared OMol25 entry of this formula, charge and spin): 44.51 kJ/mol

Structure (ORCA input):
```
! RIJCOSX wB97M-V def2-TZVPD def2/J DEFGRID3
* xyz 2 1
I 0.65216 1.28148 0.16904
I -0.32814 -1.58824 -0.17348
Tl 0.65231 0.25006 -4.75772
P -2.31919 -0.42490 -1.06210
C -3.31585 0.01587 0.36497
C -2.18939 1.00976 -2.12336
H -3.21299 1.25484 -2.45213
H -4.17290 -1.42994 -2.14147
H -1.59061 0.78948 -3.01712
H -2.61951 -1.95829 -2.87740
H -2.87216 0.85791 0.91369
H -1.76408 1.85547 -1.56755
C -3.14353 -1.75216 -1.93383
H -4.33431 0.26595 0.02659
H -3.14213 -2.64520 -1.29432
H -3.33591 -0.83378 1.05808
P 2.58812 0.44847 -1.19712
C 3.82829 0.24413 0.08321
C 2.53490 -1.11521 -2.09258
H 2.59414 1.67434 -3.28365
H 4.23305 1.29439 -2.64369
H 3.26882 2.61242 -1.90758
C 3.22197 1.62864 -2.38043
H 1.67628 -1.16671 -2.77767
H 3.46501 -1.18809 -2.67700
H 4.82823 0.14321 -0.36306
H 3.58553 -0.65513 0.66690
H 2.46588 -1.95107 -1.38791
H 3.79280 1.12761 0.73144
Cl -1.56266 -0.16374 -5.97866
C -0.58825 -0.38609 6.02968
C 0.13033 0.32102 4.86988
C -0.72174 0.38384 3.68286
N -1.48417 0.44415 2.80730
H -1.60105 0.00260 6.18400
H -0.04643 -0.30113 6.96938
H -0.65574 -1.44990 5.78613
H 0.44064 1.34777 5.12899
H 1.04227 -0.24385 4.61769
*
```

***

No. 3
C9H23N5O3PdS4 | ωB97M-V/def2-TZVPD

Output
HOMO (alpha / beta): -21.85 / -22.54 eV
Relative energy (zero: lowest compared OMol25 entry of this formula, charge and spin): 30.91 kJ/mol
<S²>: 6.026

Structure (ORCA input):
```
! RIJCOSX wB97M-V def2-TZVPD def2/J DEFGRID3
* xyz 4 5
Pd 0.14190 0.19510 -0.01630
C -1.16140 3.43180 0.58260
C -2.09450 2.95390 -0.51210
S -2.06110 1.12270 -0.76510
C -1.83330 0.97220 -2.58250
C -0.58280 1.61020 -3.15770
S 0.97690 1.00840 -2.39240
C 1.86730 2.56130 -2.01390
C 1.10960 3.59080 -1.20050
S 0.60130 2.93820 0.43750
H -1.45530 3.03050 1.55420
H -1.21290 4.52440 0.65080
H -1.91010 3.43660 -1.46880
H -3.12150 3.20140 -0.22070
H -2.71350 1.40920 -3.06840
H -1.85860 -0.10260 -2.77460
H -0.60940 2.69700 -3.10520
H -0.51920 1.33880 -4.21820
H 2.17430 2.99140 -2.97160
H 2.77740 2.25530 -1.49420
H 0.25170 4.01440 -1.71730
H 1.79420 4.42410 -1.00160
N 0.10740 -2.36330 -1.26510
N 1.12450 -3.19850 -0.74840
C 2.01480 -2.70730 0.11940
N 3.00290 -3.40970 0.61000
N 1.76450 -1.40200 0.42690
N 2.37260 -0.69120 1.34220
O 1.89210 0.47220 1.40380
O 3.24280 -1.08950 2.04850
H -0.80000 -2.82050 -1.12910
H 0.25360 -2.25130 -2.27490
H 1.18750 -4.16310 -1.06910
H 3.17910 -4.37060 0.33400
H 3.66150 -3.00120 1.27530
C 0.03090 -0.65420 4.74800
S -0.90100 0.54720 3.77040
C -2.62780 0.49490 4.34250
O -0.86120 0.12950 2.34680
H -0.45640 -1.62710 4.69030
H 0.07390 -0.30050 5.77860
H 1.05060 -0.72320 4.37340
H -2.78030 1.28980 5.07400
H -2.82940 -0.46110 4.82820
H -3.30680 0.64540 3.50650
*
```

***

No. 4
C9H24AsN3SSbSe4V | ωB97M-V/def2-TZVPD

Output
HOMO (alpha / beta): -3.41 / -3.41 eV
Relative energy (zero: lowest compared OMol25 entry of this formula, charge and spin): 229.32 kJ/mol
<S²>: 3.850

Structure (ORCA input):
```
! RIJCOSX wB97M-V def2-TZVPD def2/J DEFGRID3
* xyz -1 4
V -0.80967 -0.86840 0.35360
C 2.66303 -1.77320 1.15038
C 2.25001 -1.56305 -0.30867
N 1.23055 -0.50267 -0.40869
C 1.70594 0.82966 0.10682
C 0.63962 1.59427 0.92925
N -0.17740 0.68917 1.76832
C 0.39354 0.38135 3.09327
C 1.65620 -0.47927 3.02630
N 1.54365 -1.54365 2.05357
H 3.50135 -1.12422 1.42495
H 2.99083 -2.81028 1.23049
H 1.78887 -2.47978 -0.67755
H 3.12374 -1.33133 -0.93022
H 0.98397 -0.41383 -1.39028
H 2.02139 1.46898 -0.72173
H 2.58549 0.65561 0.71637
H -0.04267 2.09153 0.24595
H 1.11564 2.38362 1.52311
H -1.07948 1.12796 1.93072
H -0.38646 -0.15482 3.63192
H 0.60838 1.30948 3.63799
H 1.84249 -0.85442 4.04048
H 2.51396 0.15040 2.77514
H 1.23861 -2.43543 2.43170
Se -2.92003 -4.95307 0.38019
Sb -1.17216 -3.31612 0.56602
Se -2.60260 -1.28319 2.26769
Se -1.35524 -2.03779 -1.84075
Se 0.82919 -4.67320 1.08665
C -3.31147 0.94751 -2.52621
As -1.50782 1.14939 -1.82126
C -1.58344 3.15547 -1.76705
C -0.49168 1.08664 -3.50541
S -3.16910 -1.02416 0.17570
H -3.39537 1.51822 -3.45160
H -4.00905 1.33734 -1.78748
H -3.52180 -0.10411 -2.70225
H -2.06009 3.56148 -2.66078
H -0.57439 3.56691 -1.69581
H -2.15343 3.47219 -0.89256
H -0.97912 1.71193 -4.25449
H -0.43826 0.06101 -3.86524
H 0.51426 1.47588 -3.33859
*
```

***

No. 5
C9H24BHoINOP2 | ωB97M-V/def2-TZVPD

Output
HOMO (alpha / beta): -15.33 / -15.34 eV
<S²>: 6.004

Structure (ORCA input):
```
! RIJCOSX wB97M-V def2-TZVPD def2/J DEFGRID3
* xyz 2 5
C -1.27069 -0.36701 -2.83936
I -2.35694 -2.00598 -1.90969
H -1.99501 0.05556 -3.51700
H -0.37332 -0.72096 -3.31982
H -1.02118 0.34950 -2.03784
Ho 0.18476 -0.17144 0.26909
P 1.86869 -2.12470 -0.73950
C 3.67997 -2.14947 -0.52870
C 1.42535 -3.72802 0.02266
H 1.89083 -4.54099 -0.55149
H 2.28882 -3.53018 -2.63641
H 0.33641 -3.85231 0.01628
H 0.75026 -2.62721 -2.84835
H 3.93695 -2.08286 0.52867
H 1.77097 -3.76238 1.06207
C 1.79035 -2.55797 -2.50859
H 4.09097 -3.07820 -0.94574
H 2.30714 -1.79734 -3.10671
H 4.12258 -1.29266 -1.03456
P -2.14768 1.50906 0.21161
C -1.76502 3.19841 0.86159
C -3.28465 1.91946 -1.18295
H -3.66411 -0.09053 1.24616
H -4.32435 1.58200 1.36977
H -2.99947 1.04018 2.47076
C -3.40842 0.96382 1.44713
H -3.62560 1.01188 -1.69640
H -4.15226 2.45767 -0.78675
H -2.69302 3.76992 1.00652
H -1.13257 3.70694 0.12035
H -2.76705 2.55696 -1.90743
H -1.21081 3.14586 1.81444
C 2.06989 0.87687 -0.63242
O 3.08596 1.36110 -0.91505
B 1.65301 2.08610 4.24920
C 1.00080 1.36272 3.09880
N 0.53260 0.79659 2.18265
H 2.52851 2.82753 3.84410
H 2.10318 1.21732 5.00454
H 0.77414 2.68479 4.81837
*
```

***

No. 6
C9H24ClI2IrN2P2 | ωB97M-V/def2-TZVPD

Output
HOMO (alpha / beta): -18.28 / -18.90 eV
Relative energy (zero: lowest compared OMol25 entry of this formula, charge and spin): 95.37 kJ/mol
<S²>: 8.781

Structure (ORCA input):
```
! RIJCOSX wB97M-V def2-TZVPD def2/J DEFGRID3
* xyz 3 6
I -2.84339 -1.56649 1.83925
I 1.32966 -0.00063 3.49751
Ir 0.40993 0.41558 -1.40001
P 0.85705 -1.65999 -0.53644
C 0.84362 -3.07694 0.72078
C 0.12901 -2.58745 -1.95194
H 0.72519 -3.46919 -2.21205
H 3.00749 -2.65035 -1.24335
H 0.08027 -1.87387 -2.78086
H 2.82793 -0.89321 -1.63695
H -0.18896 -3.35464 1.00887
H -0.87601 -2.90028 -1.66324
C 2.66532 -1.67203 -0.88933
H 1.32079 -3.99234 0.34934
H 3.18755 -1.42051 0.03693
H 1.36839 -2.80170 1.65097
P -0.69770 1.81250 0.05319
C -1.60420 2.33251 1.63902
C 0.46414 3.23525 -0.04876
H -1.65029 2.00388 -2.12262
H -2.30295 3.31955 -1.06296
H -2.90732 1.64962 -0.89672
C -2.03647 2.25939 -1.13243
H 1.04994 3.07828 -0.95527
H -0.06054 4.19804 -0.06649
H -1.97571 3.36526 1.60449
H -0.93712 2.27195 2.52708
H 1.11789 3.19880 0.83302
H -2.46174 1.68828 1.84212
Cl 1.10597 1.08717 -3.42439
C -1.11319 -0.18761 5.13294
N -1.12778 -1.22051 4.05901
C -1.53290 -2.60496 4.32731
C -0.86598 -0.86142 2.79778
N -0.42881 -0.49935 1.71367
H -1.34017 -0.70512 6.08318
H -1.80558 0.64260 4.90605
H -0.09707 0.23185 5.22456
H -2.38349 -2.86993 3.72047
H -0.69457 -3.29621 4.07884
H -1.81635 -2.66596 5.39616
*
```

***

M values (in u) by entry order: 573.1; 700.9; 484.0; 769.8; 526.9; 703.7.
Calculated total energy values (in Eh) by entry order: -3585.00374; -2321.71160; -2575.03484; -13945.62424; -2440.03666; -2308.06582.
Maximum force values (in eV Å⁻¹) by entry order: 2.81; 3.16; 1.76; 3.66; 7.27; 4.07.